[1]
Entry from the OMol25 dataset: 10 unconnected molecules or ions with the total composition C29H62N2O28S4 (ωB97M-V with the def2-TZVPD basis set).

XYZ file:
```
125
Properties=species:S:1:pos:R:3:forces:R:3:lowdin_charge:R:1
S 2.875 2.874 3.519 -0.535 -2.483 0.329 0.68
S -3.321 3.388 -2.188 0.104 -4.118 3.612 0.73
S -3.415 -6.064 -2.884 -0.538 -1.219 0.726 0.58
S 2.381 -3.158 -2.230 0.360 -2.821 2.028 0.73
O 1.513 4.366 -2.191 -8.820 -0.838 -0.367 0.17
O 2.103 2.148 2.508 0.354 1.181 1.313 -0.31
O 3.818 -3.056 -1.312 -0.744 0.961 -1.266 -0.28
O 2.350 3.762 4.512 -0.399 -0.891 -0.084 -0.27
O 1.299 -2.595 -1.443 0.949 -0.643 -0.449 -0.29
O 3.512 4.580 -2.163 6.470 1.745 -3.286 0.15
O -1.151 -0.408 -4.458 0.047 -0.179 -2.002 -0.09
O 1.072 0.321 5.257 1.144 3.486 0.565 0.11
O -1.657 3.678 3.132 2.022 3.282 -2.228 0.07
O -4.251 4.415 -1.798 0.401 -0.123 -0.736 -0.28
O 0.209 5.025 2.821 -2.061 -0.920 0.931 0.05
O 0.738 -0.530 -5.652 -1.582 1.306 0.312 -0.05
O -2.447 -1.888 -2.087 2.012 0.825 -4.230 -0.11
O -4.066 2.191 -3.076 2.192 3.065 -0.275 -0.27
O -1.536 -3.979 3.519 4.641 -5.620 5.469 0.20
O -0.981 -0.435 5.141 -2.906 2.491 -0.126 0.04
O -1.965 -5.478 -3.380 -1.381 -1.332 0.040 -0.20
O -4.310 -6.436 -3.960 1.227 0.451 0.064 -0.29
O 0.421 0.897 -4.019 1.119 1.692 -0.797 -0.10
O 3.611 1.617 4.388 -1.387 2.451 0.553 -0.27
O -1.674 -3.403 1.478 -1.344 -0.035 1.486 0.09
O 2.356 -4.556 -2.673 -0.268 2.162 0.632 -0.29
O 2.550 4.147 -0.228 -0.704 0.915 -3.618 0.07
O -2.889 -2.451 3.058 -3.415 1.013 0.801 0.13
O -2.758 2.558 -1.048 -0.496 2.746 -2.857 -0.36
O -3.134 -7.074 -1.904 0.106 0.073 -0.098 -0.28
O 0.638 -1.756 4.725 1.194 -1.485 -0.026 0.16
O -1.353 4.869 1.236 -0.541 1.138 -1.368 0.12
N -0.463 0.434 0.201 0.702 -1.805 0.428 -0.28
N -0.024 0.055 -4.828 0.485 -2.735 2.988 -0.57
C -0.468 5.908 0.755 4.387 -6.465 3.032 0.02
C 4.171 0.497 3.695 2.731 0.390 0.935 -0.20
C -3.001 -2.683 4.471 -4.082 4.057 0.389 -0.12
C 0.303 -0.667 5.065 -0.401 -3.520 -1.792 -0.70
C 1.772 4.613 -3.474 -1.327 3.545 -2.683 -0.20
C 0.333 1.583 -0.215 2.106 4.020 2.917 -0.05
C -1.521 -6.366 -4.408 5.243 6.175 -0.744 -0.27
C -2.031 4.146 -3.161 -3.573 -7.431 -4.835 -0.06
C -0.949 -0.184 -1.037 -3.764 -1.559 -1.778 -0.12
C -5.522 0.425 -3.130 -1.468 2.553 1.698 -0.03
C -4.093 -4.655 -2.158 -3.598 0.953 -3.340 -0.15
C 0.528 -0.580 0.841 -2.690 -2.106 0.267 0.04
C -2.080 -3.340 2.652 1.627 2.472 -9.951 -0.72
C 2.585 -2.130 -3.605 2.274 -0.442 4.793 -0.08
C -1.546 0.706 1.282 -3.051 -3.201 -5.456 0.08
C 3.189 4.685 -3.615 2.914 -0.556 1.079 -0.02
C -5.155 1.673 -2.325 -0.212 -0.477 1.718 -0.27
C -1.129 0.932 5.614 -1.575 0.365 5.169 -0.12
C 2.497 4.379 -1.480 2.821 -1.723 9.364 -0.69
C -2.007 -3.655 4.770 1.008 1.088 2.908 -0.15
C -0.013 -6.132 -4.804 -1.135 4.204 1.265 -0.03
C -1.691 -1.596 -0.956 -3.393 1.186 2.595 -0.25
C 0.653 5.928 1.903 -0.789 1.156 -3.198 -0.13
C 4.065 3.821 2.680 -0.332 0.193 4.628 -0.08
C 4.589 -0.772 4.583 4.836 4.189 -6.077 0.00
C -1.052 4.532 2.430 0.432 -4.295 4.240 -0.49
C 3.986 -3.849 -0.083 -2.656 -0.664 -0.805 -0.25
C 0.226 1.481 5.376 1.321 4.712 1.242 -0.15
C 5.300 -3.644 0.565 -2.767 1.013 4.457 -0.07
H -2.511 1.031 0.755 1.861 0.672 1.006 0.13
H -1.567 0.437 -1.784 0.184 -0.146 2.114 0.15
H -1.657 4.772 -2.591 4.394 5.374 5.757 -0.03
H 3.751 -4.871 -0.337 0.544 -0.603 -0.369 0.11
H 0.885 -0.016 1.661 0.446 0.077 1.322 0.06
H 3.506 -2.180 -3.957 4.196 -1.113 -1.986 0.05
H 1.225 1.507 -0.795 0.933 -2.149 -0.236 0.09
H -1.944 1.721 5.345 1.079 -2.300 -0.562 0.16
H -4.727 1.470 -1.259 -1.229 0.108 -1.765 0.14
H -5.606 0.765 -4.095 -0.276 0.889 -2.588 0.05
H 3.356 5.667 -4.064 1.473 -0.371 0.369 0.14
H 6.153 -3.814 0.117 3.941 -0.965 -3.437 0.02
H -1.870 -0.243 1.708 0.396 -0.534 -0.392 0.08
H -0.239 5.664 -0.222 1.354 -1.036 -1.826 0.10
H -1.635 -7.291 -4.441 -1.686 -8.507 2.111 0.04
H 1.362 -0.824 0.198 -0.244 0.058 -0.526 0.08
H 5.369 -2.641 0.959 -0.045 0.647 -0.091 0.07
H -1.450 3.458 -3.788 0.321 -0.151 1.016 0.11
H -1.083 1.141 2.025 1.878 3.465 3.520 0.02
H 4.794 -0.628 5.574 2.686 1.522 2.321 0.06
H -0.957 6.694 0.678 -4.596 7.470 0.002 0.05
H -2.721 -1.649 4.759 -0.891 -0.921 1.062 0.12
H -5.932 2.481 -2.298 0.345 -1.008 0.153 0.13
H -5.216 -4.908 -1.694 2.946 0.655 -1.968 0.16
H 1.900 -2.245 -4.260 -4.875 -1.635 -4.493 0.01
H 4.579 3.144 2.198 3.140 -3.003 -3.045 0.02
H -2.530 4.707 -3.849 -1.835 1.607 -2.064 0.05
H 1.354 5.547 -3.908 -0.379 -0.078 1.214 0.16
H 1.646 5.848 1.581 1.516 -2.532 -1.284 0.09
H 0.586 -6.709 -5.455 -0.745 -1.168 -1.682 0.05
H 0.949 6.900 2.187 -1.720 1.984 1.775 0.11
H -2.653 -1.613 -0.281 2.085 1.028 0.133 0.14
H 3.106 -3.627 0.550 0.715 0.459 0.209 0.12
H -1.901 -1.645 -2.936 -1.320 -0.694 1.873 0.12
H 3.625 4.518 2.114 -2.018 2.172 -2.473 0.02
H -1.231 -2.468 -0.533 1.361 -0.102 -0.369 0.07
H 5.483 -4.234 1.517 -1.090 0.166 -0.975 0.12
H -0.127 -5.028 -5.195 1.190 -1.957 0.556 0.12
H 0.117 2.174 4.452 1.088 -1.532 1.046 0.12
H 5.196 -1.509 3.933 -0.300 1.620 1.367 0.13
H -4.735 -0.221 -3.156 1.824 -2.307 0.519 0.05
H -3.561 -4.307 -1.374 2.115 1.096 2.371 -0.01
H 3.681 3.802 -4.092 -0.298 1.058 0.202 0.17
H 3.521 0.304 2.878 -0.313 -0.792 -0.782 0.09
H 4.625 4.342 3.432 0.553 0.004 0.426 0.09
H -1.420 -3.124 5.558 1.267 -1.088 -1.237 0.15
H -0.103 -1.611 1.129 1.817 2.940 -0.648 0.17
H -2.530 -4.390 5.275 -0.173 -2.557 0.538 0.11
H 0.716 -6.148 -4.004 -0.438 0.544 1.017 0.05
H -4.023 -3.088 4.871 1.313 1.469 -1.328 0.17
H -1.313 0.756 6.828 0.379 0.620 -2.903 0.18
H 2.537 -1.156 -3.367 -0.627 3.582 1.639 0.05
H 1.438 3.950 -4.124 -2.222 -3.818 -2.277 0.10
H -0.163 -0.275 -1.694 2.579 -0.663 -1.006 0.07
H -1.979 -6.141 -5.270 -2.170 1.577 -3.085 0.08
H -6.506 0.086 -2.899 -0.403 -0.856 0.648 0.08
H 0.667 2.273 6.292 -1.319 -2.623 -2.726 0.21
H -3.958 -3.890 -3.111 -1.125 -1.514 2.802 0.14
H 5.125 0.991 3.389 -0.337 -1.175 -0.645 0.12
H -0.124 2.209 -0.931 -1.826 0.863 -0.089 0.07
H 3.877 -1.283 4.858 -8.597 -5.419 1.246 -0.05
H 0.846 2.273 0.685 -2.121 -1.979 -1.971 0.15
```
Positions in Å, forces in eV/Å.

Properties
Charge ... 0
Molar mass ... 1015.07 Da
Orbital gap ... 7.84 eV
Relative energy (zero: lowest compared OMol25 entry of this formula, charge and spin) ... 107.9 kcal per mole
LUMO level ... -0.21 eV

=====

[2]
Entry from the OMol25 dataset: 5 unconnected molecules or ions with the total composition C29H63BBrFN4O14P (ωB97M-V with the def2-TZVPD basis set).

XYZ file:
```
114
Properties=species:S:1:pos:R:3:forces:R:3:lowdin_charge:R:1
Br -6.914 -1.330 0.472 0.294 0.548 0.484 0.44
P -4.837 -1.437 1.320 1.143 -1.964 0.130 0.66
F -1.877 2.178 5.870 -0.460 0.394 -0.054 0.11
O 7.391 -0.745 -5.868 0.049 -0.038 -0.176 -0.20
O 6.250 2.672 2.005 -0.174 -0.212 0.008 -0.19
O 4.244 1.505 -5.736 -0.132 0.160 0.142 -0.19
O -5.107 -1.633 2.965 -0.801 1.230 -1.257 -0.35
O -7.365 3.620 0.349 -0.006 -0.766 0.053 0.07
O -6.065 3.861 2.273 -0.059 -0.689 0.005 0.20
O 3.904 2.171 -2.888 -0.104 -0.191 -0.086 -0.20
O 0.365 -1.276 1.634 -0.647 0.793 -1.064 -0.01
O 1.971 -0.991 3.133 0.490 0.418 3.328 0.12
O 3.431 1.946 1.570 -0.034 0.063 0.149 -0.21
O -6.791 -5.297 1.773 0.050 0.147 0.205 -0.19
O -5.514 -6.894 3.888 -0.207 0.060 -0.169 -0.19
O 9.113 -2.792 -7.096 0.012 0.219 0.118 -0.19
O -0.970 0.268 5.461 3.495 -2.843 0.613 0.24
N -4.052 0.124 1.095 -1.422 1.272 -0.446 -0.18
N -2.928 4.024 0.947 -1.160 0.343 0.102 0.17
N -5.557 1.970 0.668 -0.488 -0.676 -0.874 0.15
N -4.526 1.534 2.793 -1.107 1.242 -0.798 0.10
C -5.667 1.567 -0.756 0.206 0.160 -0.957 0.00
C 10.184 -1.863 -7.078 0.026 -0.084 -0.050 -0.11
C 6.453 1.404 2.607 0.106 0.070 -0.007 -0.11
C -3.089 0.674 4.459 0.162 0.997 0.087 0.00
C -2.760 0.337 1.827 1.558 -1.473 -0.616 -0.21
C -7.420 -4.527 2.778 -0.041 -0.136 -0.059 -0.12
C -2.479 2.746 2.970 1.073 0.159 -0.061 -0.05
C -0.888 2.831 0.817 -0.536 0.401 0.560 -0.02
C 5.096 1.647 -3.468 0.094 0.400 0.120 -0.19
C 5.251 2.079 -4.911 0.112 -0.385 -0.171 -0.19
C 7.146 -0.219 -7.164 -0.125 0.024 0.051 -0.11
C -5.386 -5.419 1.968 -0.111 -0.212 -0.384 -0.21
C -6.691 -7.686 3.963 0.071 -0.060 0.088 -0.10
C 7.170 -2.147 -5.792 0.109 0.185 0.359 -0.20
C 3.200 2.413 -6.044 0.048 -0.065 -0.087 -0.11
C 2.865 1.211 -2.823 0.030 0.074 0.104 -0.12
C -5.019 -6.762 2.565 0.226 0.137 0.356 -0.20
C -3.044 1.311 3.031 -2.269 -0.522 0.039 -0.28
C 8.472 -2.921 -5.835 -0.128 -0.252 -0.314 -0.21
C 3.149 2.368 2.894 -0.091 -0.115 -0.035 -0.11
C -2.018 -0.992 2.119 0.027 0.208 -0.236 -0.12
C 1.634 -1.078 2.021 0.877 -0.154 -1.879 -0.36
C -1.858 0.958 5.292 -2.934 1.808 -0.693 -0.49
C -4.791 1.274 1.424 1.500 -1.292 1.837 -0.31
C -0.571 -0.736 2.575 -0.374 -0.873 0.805 -0.16
C -8.518 2.742 0.440 0.451 -0.554 -0.777 -0.02
C 4.146 2.925 0.820 -0.116 -0.329 -0.358 -0.19
C 5.620 2.589 0.734 0.135 0.394 0.158 -0.20
C -2.167 3.232 1.559 0.839 -0.673 -0.247 -0.41
B -6.344 3.175 1.125 -0.688 1.483 0.462 -0.68
H 7.277 0.881 2.110 -0.043 -0.084 0.027 0.09
H -1.584 2.906 3.587 -0.062 -0.420 -0.142 0.13
H 2.815 1.498 3.460 0.018 -0.018 -0.048 0.08
H 2.345 3.114 2.885 0.058 0.090 0.088 0.08
H -6.289 3.358 3.068 0.582 0.306 0.073 0.13
H 2.739 0.683 -3.771 0.027 -0.013 0.005 0.09
H -2.523 -1.619 2.860 -0.006 0.111 -0.107 0.10
H 6.214 1.715 -5.282 0.015 -0.001 0.066 0.11
H 6.678 -2.341 -4.833 -0.010 -0.050 -0.020 0.12
H -4.919 -5.333 0.981 0.032 -0.001 0.019 0.12
H -6.666 1.736 -1.156 0.044 0.054 0.387 0.10
H 6.720 1.566 3.650 0.030 0.062 -0.037 0.09
H 10.461 -1.650 -8.110 -0.028 -0.079 -0.003 0.09
H 3.543 3.142 -6.786 -0.064 0.073 0.031 0.09
H -5.405 0.527 -0.919 -0.005 0.146 0.277 0.04
H -3.928 -6.833 2.622 -0.005 -0.005 -0.063 0.13
H -6.012 -1.329 3.165 0.180 -0.350 0.435 0.04
H -0.427 -1.275 3.514 0.094 0.422 0.027 0.12
H 2.844 2.940 -5.155 0.029 0.016 0.003 0.08
H 5.766 1.598 0.292 -0.067 -0.018 0.014 0.12
H 5.935 2.048 -2.890 0.024 -0.038 -0.023 0.13
H -0.246 3.719 0.845 0.190 -0.331 0.109 0.10
H -8.976 2.725 -0.551 -0.257 0.191 0.307 0.11
H 2.373 1.844 -6.468 0.066 -0.042 -0.029 0.09
H -4.978 2.170 -1.359 -0.074 0.093 0.328 0.13
H 7.625 -0.815 -7.943 0.005 -0.021 0.025 0.09
H 11.048 -2.295 -6.564 0.033 0.081 0.029 0.09
H -5.377 -7.578 1.931 -0.050 0.054 -0.036 0.13
H 3.728 2.921 -0.192 0.061 0.033 -0.022 0.11
H -9.209 3.043 1.229 0.139 0.202 -0.179 0.11
H 5.552 0.786 2.568 -0.001 -0.001 -0.023 0.08
H 5.121 0.556 -3.387 -0.025 -0.002 -0.073 0.13
H -5.138 0.876 3.278 0.369 0.061 0.366 0.13
H -1.141 2.686 -0.236 0.107 -0.211 0.155 0.09
H 3.998 3.923 1.242 0.072 -0.028 0.076 0.13
H -8.496 -4.673 2.695 0.025 0.004 -0.083 0.10
H -3.925 1.170 4.967 0.208 -0.063 -0.022 0.14
H 9.138 -2.607 -5.026 -0.033 0.068 -0.002 0.13
H -6.439 -8.743 3.833 -0.089 -0.008 -0.036 0.09
H 5.248 3.170 -4.995 -0.070 0.000 0.067 0.13
H 6.497 -2.478 -6.589 0.055 -0.009 -0.042 0.13
H 3.071 0.488 -2.025 -0.056 -0.074 -0.048 0.08
H 1.938 1.736 -2.589 0.046 0.046 0.033 0.08
H 8.252 -3.985 -5.696 -0.011 0.012 0.053 0.13
H 2.424 -0.967 1.266 -0.798 -0.361 -0.852 0.15
H -7.428 -7.391 3.212 0.024 -0.010 -0.028 0.08
H -8.177 1.706 0.627 -0.253 0.226 0.109 0.07
H -3.241 3.406 3.393 0.109 -0.167 0.017 0.13
H 6.066 -0.172 -7.345 0.022 0.025 -0.092 0.09
H -3.308 -0.394 4.439 0.270 0.073 -0.100 0.12
H -7.125 -7.548 4.952 0.086 0.007 0.016 0.09
H 6.110 3.322 0.086 -0.038 -0.029 -0.050 0.13
H -2.137 0.726 1.014 -0.070 0.705 0.623 0.14
H -5.009 -4.602 2.593 -0.021 -0.044 0.085 0.11
H 9.900 -0.927 -6.591 -0.007 -0.015 0.022 0.08
H -7.103 -4.826 3.779 0.033 0.018 -0.008 0.09
H -3.709 4.232 1.579 -0.037 0.349 -0.336 0.05
H -0.390 1.965 1.259 0.141 0.223 -0.206 0.06
H 7.551 0.792 -7.199 -0.005 -0.013 0.069 0.09
H -1.982 -1.557 1.179 -0.001 0.046 0.196 0.12
H -0.368 0.330 2.747 0.095 -0.218 -0.055 0.12
H -7.196 -3.465 2.625 -0.046 0.056 0.123 0.03
H 4.033 2.788 3.379 -0.028 0.036 -0.002 0.09
```
Positions in Å, forces in eV/Å.

Properties
Charge ... +1
Molar mass ... 832.53 Da
Orbital gap ... 5.96 eV
LUMO level ... -4.29 eV

=====

These records have HOMO level values of -8.044, -10.243 eV, in the order they appear.